DFT (ωB97M-V with the def2-TZVPD basis set) results for a cluster of 2 separate species, C24H48BFN3O4S3 in total in a non-equilibrium geometry.

Atoms and positions in Å:
C  1.23085  -2.59446  2.83479
C  1.19553  -2.60815  1.23763
C  2.37924  -1.69159  0.71165
C  2.45346  -1.66435  -0.87418
N  2.24496  -0.25938  -1.31741
C  3.46343  0.57150  -1.10595
C  3.29402  1.66358  0.03089
C  1.92847  2.45035  -0.06703
C  1.15568  2.49968  1.33271
C  -0.36582  2.58027  1.01066
C  -1.10479  1.66370  0.18293
N  -2.43003  2.08582  0.09532
C  -3.48632  1.42531  -0.69750
C  -4.06800  0.13083  -0.04243
C  -4.95146  0.38012  1.24503
C  -6.25902  -0.49740  1.19048
C  -6.03085  -2.03244  0.91707
O  -6.33407  -2.86839  2.06607
C  -5.05130  -3.15015  2.67651
C  -2.52862  3.21079  0.84686
F  -3.71605  3.83276  0.94366
N  -1.33686  3.52686  1.40824
C  -1.13313  4.72175  2.26020
B  -1.47392  6.03429  1.33534
O  -0.77836  6.12434  0.08961
O  -2.40874  7.01186  1.69105
C  1.77124  -0.20860  -2.68385
S  2.62518  -0.63918  -4.01442
S  0.02958  0.38483  -2.93396
C  -1.00732  -1.05994  -3.41894
C  -1.16633  -2.15765  -2.30623
C  -2.54233  -2.94366  -2.41190
H  0.39662  -1.96717  3.25118
H  1.15860  -3.63872  3.23155
H  2.19010  -2.16645  3.22547
H  1.22910  -3.63869  0.81255
H  0.25219  -2.06031  0.95642
H  3.37074  -1.96730  1.15264
H  2.13174  -0.64949  1.05394
H  3.40786  -2.12014  -1.24635
H  1.60641  -2.28308  -1.28665
H  3.73850  1.06099  -2.07874
H  4.35492  -0.04351  -0.81134
H  4.12395  2.41037  -0.11198
H  3.47224  1.18986  1.02801
H  1.28778  2.06034  -0.89288
H  2.15500  3.52098  -0.32145
H  1.31547  1.56128  1.91504
H  1.46883  3.42700  1.86695
H  -0.57418  0.79674  -0.25886
H  -4.26498  2.17507  -0.99633
H  -2.99915  1.10884  -1.66404
H  -4.73682  -0.34534  -0.81233
H  -3.27515  -0.61210  0.23912
H  -5.26483  1.45778  1.35858
H  -4.38566  0.06126  2.16469
H  -6.87563  -0.40566  2.12752
H  -6.90954  -0.08251  0.36710
H  -4.99671  -2.30573  0.58803
H  -6.72533  -2.33936  0.08595
H  -5.26951  -3.55892  3.69491
H  -4.42673  -3.84943  2.06490
H  -4.46938  -2.19215  2.81587
H  -0.05648  4.84067  2.55174
H  -1.76829  4.70754  3.17824
H  -1.27694  5.52215  -0.49947
H  -3.26963  6.83718  1.26442
H  -0.54223  -1.47944  -4.35479
H  -2.01575  -0.67513  -3.73742
H  -1.10626  -1.65502  -1.30455
H  -0.34593  -2.92406  -2.33638
H  -3.10935  -2.87325  -1.44522
H  -2.40751  -4.03337  -2.64196
H  -3.20227  -2.47909  -3.19637
C  9.17367  -1.01389  -0.76995
S  7.42333  -0.84963  -1.16354
O  6.65556  -1.11010  0.09005
C  7.32027  -2.33582  -2.17706
H  9.45396  -0.19887  -0.10372
H  9.35420  -1.96804  -0.27337
H  9.75966  -0.94953  -1.68747
H  7.61838  -3.20622  -1.59101
H  7.96837  -2.22783  -3.04756
H  6.28853  -2.45592  -2.50694

Cartesian forces, eV/Å:
0.008 -0.340 -0.301
0.610 1.426 0.980
-0.475 -0.254 -0.462
-0.810 -0.473 0.915
0.337 0.117 -1.055
0.774 0.782 0.270
0.125 0.215 -0.772
0.610 0.455 0.639
-1.192 0.285 -1.336
-2.070 -1.790 -1.504
2.423 1.574 1.942
1.078 0.745 0.920
-0.143 -0.955 -1.200
-0.728 0.334 0.546
-0.343 -0.517 0.357
-0.167 0.162 -0.241
-0.960 -0.328 -0.418
1.879 0.683 -0.735
-0.392 0.329 0.990
-0.123 -1.355 -0.757
1.855 -0.205 0.292
-0.364 -0.034 0.147
-0.135 1.448 0.194
0.082 0.869 -0.782
-1.582 -0.853 1.161
0.422 -1.595 -0.278
-0.009 -0.883 -0.724
-0.521 0.302 1.070
0.052 -0.133 0.583
0.483 -1.118 -0.645
-0.422 -0.248 0.159
-0.140 0.301 0.073
0.733 -0.712 -0.343
-0.104 0.966 -0.189
-0.762 -0.371 -0.435
-0.079 0.847 0.315
0.722 -0.937 -0.154
-0.871 0.072 -0.326
0.369 -0.941 -0.272
-0.650 0.589 0.137
0.809 0.606 0.399
-0.311 -0.300 0.954
-0.826 0.240 -0.328
-0.638 -0.834 0.202
-0.396 0.397 -0.740
0.447 0.079 0.849
-0.274 -0.956 0.081
0.032 0.910 -0.260
-0.144 -1.023 -0.065
-1.234 0.574 -0.132
0.627 -0.673 0.672
-0.270 0.468 0.976
0.812 0.454 0.533
-0.452 0.789 -0.622
0.463 -0.990 -0.138
-0.380 0.605 -0.836
0.756 -0.078 -0.802
0.635 -0.427 0.717
-0.723 0.544 0.038
0.597 0.166 0.866
0.335 0.126 -0.961
-0.613 0.386 0.450
-0.490 -0.877 -0.072
-0.969 -0.577 -0.267
0.554 -0.372 -0.740
0.774 0.457 -0.182
0.443 0.550 0.262
-0.488 0.268 0.897
1.047 0.034 0.498
-0.012 -0.410 -0.825
-0.528 0.974 -0.086
0.524 -0.124 -0.823
-0.102 1.095 0.115
0.616 -0.573 0.648
0.068 -0.044 0.080
0.066 -0.029 -0.035
-0.008 -0.031 -0.154
-0.012 -0.121 0.008
-0.101 -0.003 -0.042
-0.088 0.012 -0.009
-0.063 0.027 -0.005
0.000 0.072 0.054
-0.024 0.052 0.025
0.023 0.100 0.037

Calculated values
E_HOMO (eV): -10.74
Charge: +1
LUMO (eV): -2.9
F_max (eV/Å): 3.5
Orbital gap (eV): 7.820
E (eV): -74218.0672